Here is C47H55BLuN12O3S3 as an isolated structure in a non-equilibrium geometry from the OMol25 dataset. Energies are from ωB97M-V with the def2-TZVPD basis set.

Geometry (Å):
Lu (-1.089, -2.694, 0.509)
C (-2.973, 2.395, 3.369)
C (-1.766, 2.695, 2.563)
C (-1.166, 3.921, 2.548)
C (0.020, 4.115, 1.794)
N (0.611, 3.116, 1.209)
N (0.043, 1.916, 1.211)
B (0.837, 0.785, 0.613)
N (0.515, 0.538, -0.848)
N (-0.111, 1.577, -1.401)
C (-0.255, 1.672, -2.686)
C (0.263, 0.671, -3.553)
C (0.867, -0.425, -3.014)
C (1.399, -1.552, -3.821)
C (0.973, -0.514, -1.588)
S (1.638, -1.873, -0.868)
C (-0.973, 2.901, -3.201)
C (-1.319, 3.819, -2.027)
C (-0.048, 3.641, -4.177)
C (-2.256, 2.483, -3.933)
N (2.365, 0.878, 0.802)
N (3.311, 1.523, 0.197)
C (4.556, 1.201, 0.487)
C (4.844, 0.208, 1.451)
C (3.826, -0.509, 2.055)
C (4.024, -1.638, 2.997)
C (2.538, -0.132, 1.659)
S (0.917, -0.681, 1.942)
C (5.604, 1.908, -0.342)
C (5.343, 1.536, -1.811)
C (5.431, 3.423, -0.189)
C (7.030, 1.522, 0.050)
C (-1.170, 1.665, 1.768)
S (-1.939, 0.195, 1.509)
C (0.641, 5.482, 1.646)
C (1.854, 5.410, 0.718)
C (-0.418, 6.414, 1.039)
C (1.060, 6.007, 3.024)
H (-3.334, 3.283, 3.883)
H (-2.734, 1.626, 4.106)
H (-3.756, 1.987, 2.735)
H (-1.587, 4.729, 3.123)
H (0.170, 0.772, -4.621)
H (1.315, -1.349, -4.885)
H (0.844, -2.458, -3.570)
H (2.439, -1.743, -3.560)
H (-0.414, 4.104, -1.499)
H (-1.971, 3.311, -1.322)
H (-1.821, 4.713, -2.383)
H (0.891, 3.898, -3.694)
H (-0.526, 4.559, -4.510)
H (0.164, 3.037, -5.055)
H (-2.963, 2.025, -3.244)
H (-2.045, 1.783, -4.738)
H (-2.726, 3.363, -4.365)
H (5.869, -0.017, 1.700)
H (5.004, -1.595, 3.462)
H (3.937, -2.582, 2.454)
H (3.248, -1.635, 3.760)
H (4.342, 1.847, -2.096)
H (5.434, 0.464, -1.969)
H (6.062, 2.041, -2.450)
H (4.421, 3.714, -0.461)
H (6.133, 3.930, -0.844)
H (5.628, 3.734, 0.833)
H (7.214, 0.460, -0.098)
H (7.232, 1.783, 1.087)
H (7.730, 2.073, -0.574)
H (1.557, 5.026, -0.254)
H (2.609, 4.745, 1.125)
H (2.288, 6.396, 0.585)
H (-0.772, 6.022, 0.088)
H (0.014, 7.397, 0.870)
H (-1.271, 6.527, 1.703)
H (1.800, 5.354, 3.481)
H (0.207, 6.080, 3.693)
H (1.493, 6.999, 2.925)
C (2.624, -5.457, 1.230)
C (2.631, -6.309, 0.136)
C (1.635, -6.195, -0.811)
C (0.620, -5.243, -0.660)
N (0.652, -4.399, 0.389)
C (1.619, -4.511, 1.295)
C (-0.523, -5.115, -1.590)
C (-0.670, -6.009, -2.659)
C (-1.762, -5.937, -3.502)
C (-2.721, -4.962, -3.293)
C (-2.568, -4.067, -2.243)
C (-1.485, -4.095, -1.348)
H (3.372, -5.525, 2.005)
H (3.400, -7.060, 0.029)
H (1.648, -6.846, -1.668)
H (1.569, -3.808, 2.120)
H (0.060, -6.781, -2.843)
H (-1.869, -6.645, -4.312)
H (-3.586, -4.904, -3.941)
H (-3.356, -3.323, -2.113)
O (-1.849, -1.012, -1.374)
H (-2.223, -0.154, -1.127)
H (-2.393, -1.376, -2.087)
O (-1.138, -3.640, 2.225)
N (-1.684, -2.596, 2.795)
C (-1.350, -2.314, 4.028)
C (-1.963, -1.213, 4.663)
N (-2.447, -0.316, 5.187)
C (-0.343, -3.015, 4.738)
N (0.537, -3.561, 5.229)
N (-8.607, -3.786, 1.361)
C (-7.992, -2.796, 0.683)
O (-8.587, -1.954, 0.049)
C (-6.487, -2.785, 0.740)
C (-5.679, -3.899, 0.951)
C (-4.301, -3.751, 0.880)
N (-3.695, -2.589, 0.635)
C (-4.478, -1.523, 0.462)
C (-5.857, -1.569, 0.496)
H (-9.614, -3.795, 1.367)
H (-8.122, -4.426, 1.964)
H (-6.094, -4.876, 1.140)
H (-3.648, -4.606, 1.020)
H (-3.971, -0.580, 0.312)
H (-6.454, -0.685, 0.322)

As for the multiplicity: 1. As for the largest force on an atom: 0.0911 Eh/bohr. The energy is -140457.0248 eV. Its net charge is +1. The calculation puts the LUMO energy at -2.879 eV. For the energy above the lowest of the compared OMol25 structures with the same formula, charge and spin, the calculation gives 0.0 kJ/mol. For the HOMO energy, the calculation gives -0.3796 hartree.

***

Here is C47H55GeHfN5O4 as an isolated structure in a non-equilibrium geometry from the OMol25 dataset. Energies are from ωB97M-V with the def2-TZVPD basis set.

Geometry (Å):
Hf (-1.372, -0.456, 0.866)
C (1.227, -0.015, 2.528)
N (0.216, -1.072, 2.707)
C (0.762, -2.428, 2.523)
C (-0.514, -0.939, 3.952)
C (0.168, -0.884, 5.162)
C (-0.501, -0.641, 6.348)
C (-1.874, -0.427, 6.308)
C (-2.556, -0.499, 5.108)
C (-1.907, -0.809, 3.902)
N (-2.569, -0.860, 2.667)
C (-3.663, -1.703, 2.515)
C (-4.241, -2.453, 3.559)
C (-5.376, -3.220, 3.376)
C (-5.996, -3.284, 2.138)
C (-5.412, -2.602, 1.085)
C (-4.260, -1.846, 1.248)
N (-3.647, -1.211, 0.075)
C (-4.583, -0.212, -0.474)
C (-3.389, -2.217, -0.983)
H (2.241, -0.432, 2.513)
H (2.015, -0.704, 0.309)
H (1.141, 0.678, 3.365)
H (1.535, -2.634, 3.274)
H (-0.049, -3.145, 2.608)
H (1.162, -2.520, 1.517)
H (1.244, -1.019, 5.162)
H (0.040, -0.599, 7.284)
H (-2.415, -0.194, 7.217)
H (-3.622, -0.310, 5.085)
H (-3.771, -2.461, 4.530)
H (-5.772, -3.778, 4.216)
H (-6.892, -3.871, 1.986)
H (-5.854, -2.679, 0.100)
H (-5.533, -0.675, -0.755)
H (-4.776, 0.562, 0.269)
H (-4.151, 0.244, -1.361)
H (-4.333, -2.544, -1.433)
H (-2.757, -1.771, -1.752)
H (-2.844, -3.051, -0.557)
O (-1.033, -2.146, 0.415)
C (-2.272, 5.740, 4.301)
C (-2.016, 4.430, 3.613)
C (-2.945, 3.400, 3.627)
C (-2.652, 2.204, 2.989)
N (-1.512, 1.980, 2.337)
C (-0.616, 2.973, 2.318)
C (-0.824, 4.193, 2.934)
H (-3.252, 5.754, 4.775)
H (-2.222, 6.567, 3.591)
H (-1.519, 5.923, 5.068)
H (-3.890, 3.515, 4.142)
H (-3.355, 1.378, 2.995)
H (0.301, 2.759, 1.785)
H (-0.055, 4.955, 2.887)
O (0.955, 0.717, 1.374)
C (1.433, 0.197, 0.022)
O (0.347, -0.016, -0.680)
C (2.379, 1.275, -0.521)
C (2.579, 1.182, -2.030)
Ge (3.443, -0.449, -2.719)
C (2.171, -1.900, -3.002)
C (1.162, -1.742, -3.951)
C (0.208, -2.728, -4.156)
C (0.246, -3.894, -3.403)
C (1.251, -4.073, -2.467)
C (2.211, -3.088, -2.277)
C (4.924, -1.047, -1.581)
C (6.240, -0.947, -2.033)
C (7.304, -1.366, -1.244)
C (7.070, -1.896, 0.015)
C (5.768, -2.008, 0.481)
C (4.709, -1.587, -0.311)
C (4.202, 0.037, -4.461)
C (4.914, 1.230, -4.609)
C (5.477, 1.586, -5.827)
C (5.332, 0.750, -6.926)
C (4.629, -0.439, -6.798)
C (4.072, -0.791, -5.574)
H (3.349, 1.182, -0.021)
H (1.968, 2.250, -0.241)
H (3.197, 2.017, -2.373)
H (1.620, 1.267, -2.546)
H (1.122, -0.837, -4.549)
H (-0.566, -2.587, -4.901)
H (-0.504, -4.660, -3.549)
H (1.285, -4.979, -1.875)
H (2.993, -3.251, -1.545)
H (6.442, -0.544, -3.018)
H (8.317, -1.281, -1.618)
H (7.898, -2.225, 0.630)
H (5.574, -2.427, 1.461)
H (3.699, -1.692, 0.070)
H (5.041, 1.894, -3.760)
H (6.028, 2.513, -5.918)
H (5.768, 1.025, -7.878)
H (4.516, -1.096, -7.651)
H (3.530, -1.725, -5.488)
C (-2.294, 3.884, -2.835)
N (-2.407, 3.087, -1.617)
C (-2.986, 3.676, -0.412)
C (-2.016, 1.811, -1.563)
C (-1.470, 1.113, -2.762)
O (-2.145, 1.175, -0.501)
H (-2.698, 4.873, -2.638)
H (-2.862, 3.444, -3.655)
H (-1.255, 3.997, -3.142)
H (-3.302, 4.691, -0.635)
H (-2.261, 3.694, 0.398)
H (-3.848, 3.095, -0.082)
H (-1.281, 1.743, -3.624)
H (-2.174, 0.323, -3.035)
H (-0.565, 0.605, -2.417)

As for the multiplicity: 1. As for the largest force on an atom: 0.0354 Eh/bohr. The energy is -123098.7068 eV. The calculation puts the LUMO energy at 0.296 eV. For the energy above the lowest of the compared OMol25 structures with the same formula, charge and spin, the calculation gives 0.0 kJ/mol. For the HOMO energy, the calculation gives -0.2485 hartree.

***

Quick rundown of HOMO-LUMO gap, same order as above: 7.45; 7.06 eV